Record 1
ClH6Li2O3 | ωB97M-V/def2-TZVPD

Geometry as XYZ:
```
12
Properties=species:S:1:pos:R:3:forces:R:3
Li 1.47276 1.96109 -0.10803 -0.587 -0.272 0.142
Li -2.63323 0.75543 0.80440 0.528 0.046 -0.037
Cl -0.31452 0.45497 0.63765 -0.089 0.394 -0.252
O -1.18108 2.38004 -2.51221 0.175 -0.050 -0.373
H -1.32519 3.26855 -2.18661 -0.083 0.311 0.095
H -1.21858 1.82894 -1.73047 -0.004 -0.299 0.351
O 0.98875 -2.30640 -0.91924 0.259 -0.259 -0.315
H 0.91272 -1.35997 -1.04054 -0.152 0.224 0.040
H 0.38802 -2.50533 -0.20107 -0.073 -0.023 0.266
O 0.93173 -1.82926 2.61269 0.006 -0.485 0.315
H 0.26064 -1.35735 2.11956 -0.139 0.309 -0.162
H 1.71803 -1.29067 2.52386 0.157 0.105 -0.070
```
Forces are in eV/Å.

Values from the calculation:
- net charge = 0
- frontier orbital gap (spin up / spin down) (eV) = 2.98 / 10.57
- expectation value of S² = 0.750
- 2S+1 = 2

Record 2
C3H6O2S2 | ωB97M-V/def2-TZVPD

Geometry as XYZ:
```
13
Properties=species:S:1:pos:R:3:forces:R:3
C -1.53395 0.94007 -0.38152 0.781 0.054 1.049
C -0.49266 -0.04626 -0.68330 1.939 2.010 0.962
C 0.32771 -1.11727 -0.07891 0.614 0.339 0.051
O -1.57607 -0.05909 -1.41607 -2.367 -0.299 -2.110
O 0.40051 -0.94662 1.32879 -0.524 -1.394 -0.202
S -2.68438 0.59832 0.95450 -0.161 0.502 0.004
S 2.59864 1.25690 0.08936 0.668 -0.026 0.140
H -1.50382 2.03221 -0.59598 0.229 -1.089 -0.410
H 1.39067 -1.09048 -0.55720 -1.662 -0.468 0.681
H -0.22688 -2.05698 -0.25903 0.761 0.059 -0.006
H 0.88036 -0.16850 1.57281 0.565 0.823 -0.153
H -2.89783 -0.59390 0.43094 -0.252 -0.629 0.144
H 3.87978 1.01245 0.50378 -0.592 0.116 -0.149
```
Forces are in eV/Å.

Values from the calculation:
- net charge = 0
- frontier orbital gap (spin up / spin down) (eV) = 9.56 / 4.43

Record 3
C9H11BrF2O2 | ωB97M-V/def2-TZVPD

Geometry as XYZ:
```
25
Properties=species:S:1:pos:R:3:forces:R:3
C 0.47939 0.23865 -1.91518 -1.193 0.438 -1.398
C -0.48912 1.06519 -1.46810 -0.641 0.091 1.008
C -0.70544 1.14053 1.13264 -1.401 -0.290 -3.079
C -2.11391 -0.39558 -0.10809 2.063 -3.812 0.964
C -1.44315 0.90019 -0.23727 2.926 0.865 -1.703
C -1.08773 -1.60762 -0.01780 0.652 1.318 -1.472
C 0.76185 -1.13870 -1.44601 -4.275 -0.829 1.736
C 1.79930 -1.36308 -0.45435 0.704 2.844 0.373
C 1.39092 1.53206 2.11437 -1.115 2.861 -0.514
O -1.32368 1.20934 2.12717 -1.207 0.297 2.583
O 0.56915 1.21275 0.98305 2.395 0.119 -0.647
F -0.77946 2.30732 -2.05531 0.988 -1.751 0.335
F -0.52863 -1.77549 1.18496 0.947 0.545 1.249
Br 0.61414 -2.56971 -2.76781 0.150 0.697 0.118
H 0.94754 0.47905 -2.87828 -0.033 0.279 0.325
H -2.56548 -0.27977 0.86672 -0.923 -0.742 0.189
H -2.71306 -0.87815 -0.85377 -1.060 1.134 -0.743
H -2.18444 1.65054 -0.35828 -0.567 0.934 0.122
H -1.49600 -2.60450 -0.20695 -0.036 0.310 -1.063
H 2.76105 -1.25705 -0.95827 0.357 -0.114 0.172
H 1.73713 -2.28009 0.05399 -0.100 -1.129 0.664
H 1.66663 -0.45880 0.22969 0.551 -1.551 -0.523
H 2.02552 0.74454 2.34935 0.987 -1.642 0.308
H 0.63607 1.70048 2.90820 1.131 0.412 0.055
H 2.04140 2.42790 1.77533 -1.299 -1.285 0.940
```
Forces are in eV/Å.

Values from the calculation:
- net charge = 0
- frontier orbital gap (spin up / spin down) (eV) = 8.70 / 8.71

Record 4
C44H46N6O4P2S5SiV | ωB97M-V/def2-TZVPD

Geometry as XYZ:
```
109
Properties=species:S:1:pos:R:3:forces:R:3
V -0.24719 1.27201 0.69559 0.866 -1.315 -2.402
C -0.75804 -1.64110 2.99242 0.038 -0.040 0.011
C 0.46734 -0.78505 3.14380 -0.180 0.191 -0.230
C 1.42804 -1.02156 4.10406 0.194 0.032 0.132
C 2.54614 -0.17886 4.13971 -0.033 -0.147 0.003
C 2.68519 0.86538 3.26215 -0.047 0.075 -0.089
C 1.65307 1.10441 2.32691 -0.345 0.044 -0.023
N 0.59106 0.24159 2.30447 0.193 -0.048 0.196
N 1.48215 2.10352 1.42982 0.227 -0.359 0.595
Si 2.28615 3.66505 1.45282 -0.112 -0.123 0.131
C 3.00991 4.03951 3.16864 0.025 -0.084 0.181
C 1.03590 5.01377 1.19268 -0.164 0.145 -0.030
C 3.72046 3.77825 0.29220 0.190 -0.015 -0.271
H -1.14048 -1.94137 3.96800 -0.005 -0.026 0.006
H -0.51855 -2.54538 2.42784 0.007 0.028 0.007
H -1.54511 -1.10915 2.45648 -0.007 0.028 0.010
H 1.31786 -1.85060 4.79147 0.017 0.036 -0.008
H 3.34173 -0.37910 4.84890 -0.013 0.017 0.007
H 3.58134 1.46293 3.23846 0.016 0.013 0.035
H 2.30758 3.84169 3.98840 0.083 0.041 -0.066
H 3.23930 5.11177 3.18101 -0.028 -0.075 -0.002
H 3.93597 3.50359 3.39126 -0.037 0.054 -0.020
H 0.00860 4.65141 1.27720 0.029 0.065 0.020
H 1.11474 5.46165 0.19818 -0.004 0.002 0.094
H 1.17845 5.80346 1.93952 -0.028 -0.026 -0.062
H 4.55908 3.18709 0.67274 -0.018 0.029 -0.044
H 4.03229 4.82567 0.20483 0.008 -0.084 -0.006
H 3.45455 3.41492 -0.70377 0.041 0.048 0.059
S -1.45739 3.73852 -1.01253 -0.054 0.155 0.036
S -1.77768 5.67779 -0.98557 -0.006 -0.005 0.007
S 1.32553 4.89081 -2.49635 -0.007 0.202 0.050
S 0.51111 3.34670 -1.61407 0.014 -0.184 -0.376
O 1.13250 -0.22164 -0.21895 0.675 0.921 -0.048
P 2.48889 0.31125 -0.93252 -0.201 -0.756 0.900
C 0.77380 0.26681 -3.15221 -0.042 0.027 -0.318
P -0.66038 -0.00980 -2.32478 -0.502 0.553 0.060
O -1.07708 0.83756 -1.06217 0.344 -0.531 -0.275
C -2.08351 0.29217 -3.47768 -0.208 0.139 0.341
C -2.01503 -0.13882 -4.80470 -0.039 -0.059 -0.005
C -3.04087 0.13192 -5.69789 0.030 0.013 0.044
C -4.14318 0.88105 -5.29394 0.073 -0.040 0.025
C -4.19735 1.36214 -3.99666 0.057 -0.022 0.031
C -3.17363 1.06804 -3.09905 -0.047 0.045 -0.023
C -0.77505 -1.79542 -1.93441 -0.137 0.007 0.096
C -0.85187 -2.24755 -0.61884 -0.123 0.055 -0.040
C -0.88758 -3.60292 -0.32926 -0.021 -0.008 -0.064
C -0.85056 -4.53718 -1.35680 -0.006 0.046 -0.027
C -0.78871 -4.10154 -2.67340 -0.012 0.082 0.010
C -0.75337 -2.73994 -2.95694 0.028 -0.096 0.011
C 3.75647 -0.31529 0.37961 0.011 0.027 -0.196
C 3.51831 -1.43289 1.18276 -0.075 -0.006 -0.020
C 4.50112 -1.95745 2.01094 0.010 0.131 -0.009
C 5.75671 -1.35668 2.07400 -0.074 0.062 -0.099
C 6.01362 -0.23902 1.28624 -0.080 -0.064 0.032
C 5.02314 0.26347 0.44476 -0.031 0.065 0.054
C 3.07957 -1.10552 -2.00123 -0.357 -0.104 -0.159
C 2.50897 -2.37626 -1.93293 0.088 -0.071 0.042
C 2.91228 -3.39210 -2.79349 0.024 0.106 0.052
C 3.90988 -3.15864 -3.73434 -0.002 0.128 0.050
C 4.49953 -1.89826 -3.79874 -0.052 -0.067 0.027
C 4.08108 -0.88465 -2.94595 0.003 0.026 0.103
H 1.01874 -0.58870 -3.78684 0.209 0.050 0.204
H 0.73507 1.20623 -3.70190 0.132 0.019 0.024
H -1.13061 -0.65787 -5.15292 0.025 -0.005 0.004
H -2.96559 -0.21579 -6.72174 -0.003 -0.012 -0.011
H -4.93787 1.10485 -5.99649 0.007 0.003 -0.006
H -5.02502 1.97937 -3.66818 0.013 -0.025 0.018
H -3.21803 1.48025 -2.10417 -0.017 -0.025 0.114
H -0.86308 -1.52807 0.18488 -0.017 0.047 -0.002
H -0.94391 -3.93418 0.70094 0.001 0.005 -0.002
H -0.86528 -5.59729 -1.13145 0.001 -0.009 -0.005
H -0.75500 -4.81886 -3.48484 0.009 -0.002 0.000
H -0.68050 -2.41699 -3.98753 -0.010 -0.015 0.031
H 2.53087 -1.88805 1.15090 0.059 0.015 -0.026
H 4.28771 -2.82849 2.62335 -0.011 0.020 -0.020
H 6.52713 -1.75765 2.72438 -0.021 0.008 -0.010
H 6.98914 0.23540 1.32402 -0.017 0.006 -0.012
H 5.23372 1.12877 -0.18025 0.008 -0.052 0.040
H 1.72437 -2.56016 -1.20454 0.077 0.022 -0.078
H 2.43808 -4.36719 -2.73489 0.005 0.035 0.010
H 4.21805 -3.94381 -4.41580 0.013 0.001 0.014
H 5.27742 -1.70318 -4.53018 -0.021 0.009 0.013
H 4.51971 0.10752 -3.02355 -0.024 -0.056 -0.024
N -5.58273 -4.65697 -0.16280 -0.090 0.077 -0.061
C -5.29983 -3.30589 0.10076 0.006 -0.078 0.040
C -5.93694 -2.63650 1.14348 -0.012 0.029 0.028
C -5.67901 -1.29240 1.37831 0.136 -0.039 -0.004
C -4.77201 -0.61774 0.57494 -0.145 -0.176 -0.070
C -4.14193 -1.27810 -0.46833 0.006 -0.016 -0.035
C -4.40434 -2.61120 -0.70917 0.078 -0.031 -0.021
S -4.49959 1.10947 0.78913 0.174 -0.032 0.109
O -4.70826 1.72577 -0.49287 0.051 -0.050 -0.103
O -5.37062 1.52153 1.85719 -0.139 0.105 0.041
N -2.91222 1.19888 1.13289 -0.038 0.418 0.771
C -2.50650 1.74307 2.29033 -0.137 -0.246 0.097
N -3.24126 1.79539 3.43375 0.172 0.016 -0.203
C -2.72291 2.42335 4.45975 -0.040 0.028 0.083
C -1.45609 3.00440 4.45896 -0.136 0.042 0.149
C -0.72064 2.80216 3.32416 0.216 0.050 -0.243
N -1.20282 2.17010 2.25451 -0.915 0.565 0.676
H -5.89706 -5.17833 0.63905 0.036 -0.012 0.040
H -4.84650 -5.13606 -0.65626 0.043 -0.014 0.016
H -6.64314 -3.17249 1.77013 0.013 0.015 -0.009
H -6.16527 -0.75693 2.18345 -0.005 -0.009 -0.030
H -3.44925 -0.73735 -1.09471 0.091 0.058 -0.093
H -3.89854 -3.11972 -1.52333 0.013 -0.004 0.009
H -3.34107 2.44883 5.35581 0.028 -0.001 -0.001
H -1.04591 3.53032 5.30778 -0.037 -0.009 0.008
H 0.30253 3.13814 3.25118 0.014 -0.011 -0.014
```
Forces are in eV/Å.

Values from the calculation:
- net charge = -2
- frontier orbital gap (spin up / spin down) (eV) = 5.32 / 5.45
- expectation value of S² = 3.771
- 2S+1 = 4

Electronic energy / eV: -19172.6214; -28968.1101; -89079.7430; -169831.1083